(1)
{
  "formula": "C6H37NO11S",
  "method": "ωB97M-V with the def2-TZVPD basis set",
  "relative_energy_kcal_mol": 35.4,
  "lumo_energy_ev": 0.093,
  "e_homo_ev": -8.9,
  "orbital_gap_ev": 8.957,
  "max_force_ev_per_a": 3.5,
  "smiles": "CCNCCCCS.O.O.O.O.O.O.O.O.O.O.O",
  "elements": ["C", "C", "N", "C", "C", "C", "C", "S", "H", "H", "H", "H", "H", "H", "H", "H", "H", "H", "H", "H", "H", "H", "H", "O", "H", "H", "O", "H", "H", "O", "H", "H", "O", "H", "H", "O", "H", "H", "O", "H", "H", "O", "H", "H", "O", "H", "H", "O", "H", "H", "O", "H", "H", "O", "H", "H"],
  "xyz": [[1.816, 0.550, -0.305], [0.648, -0.217, 0.408], [0.298, 0.472, 1.632], [-1.041, 0.267, 2.191], [-1.230, -0.835, 3.200], [-0.932, -2.371, 2.832], [-1.177, -2.832, 1.397], [-2.941, -2.816, 0.888], [2.365, -0.068, -1.008], [2.478, 0.741, 0.546], [1.362, 1.497, -0.572], [-0.177, -0.248, -0.311], [0.975, -1.251, 0.559], [1.006, 0.264, 2.332], [-1.843, 0.321, 1.443], [-1.345, 1.216, 2.661], [-2.180, -1.049, 3.686], [-0.499, -0.786, 4.015], [-1.633, -2.991, 3.404], [0.051, -2.637, 3.224], [-0.590, -2.211, 0.736], [-0.805, -3.842, 1.215], [-2.836, -2.443, -0.371], [-2.434, 1.318, -1.183], [-2.794, 2.061, -0.692], [-1.592, 1.081, -0.781], [1.908, -2.751, -2.948], [1.951, -2.004, -2.347], [1.097, -3.215, -2.722], [0.325, 3.035, 2.927], [1.158, 3.469, 2.720], [0.494, 2.099, 2.709], [1.397, 4.292, -0.949], [1.003, 4.309, -1.824], [0.782, 4.760, -0.373], [3.628, -3.247, 0.199], [2.738, -3.615, 0.212], [3.669, -2.808, -0.659], [-1.837, -2.678, -2.969], [-1.219, -2.844, -3.686], [-2.290, -1.868, -3.262], [-2.475, -0.148, -3.560], [-3.084, 0.438, -3.998], [-2.337, -0.053, -2.607], [1.104, 2.354, -3.061], [0.419, 2.636, -3.674], [1.146, 1.393, -3.135], [0.694, -0.630, -3.341], [0.428, -1.198, -4.072], [-0.145, -0.185, -3.147], [-1.426, 3.788, 0.536], [-2.259, 4.172, 0.828], [-0.938, 3.592, 1.351], [2.715, 1.025, 3.159], [3.323, 1.434, 2.531], [3.073, 1.263, 4.020]],
  "mulliken_charge": [-1.137, -0.895, 0.308, -0.609, -0.773, -0.911, 0.362, -0.234, 0.343, 0.159, 0.224, 0.470, 0.180, 0.350, 0.344, 0.476, 0.410, 0.221, 0.466, 0.391, -0.689, 0.515, 0.033, -0.662, 0.252, 0.382, -0.682, 0.284, 0.298, -0.754, 0.287, 0.506, -0.611, 0.278, 0.294, -0.627, 0.306, 0.327, -0.600, 0.245, 0.363, -0.662, 0.264, 0.433, -0.560, 0.286, 0.273, -0.520, 0.239, 0.350, -0.612, 0.294, 0.364, -0.576, 0.277, 0.260]
}

(2)
{
  "formula": "C6H38NO13",
  "method": "ωB97M-V with the def2-TZVPD basis set",
  "relative_energy_kcal_mol": 152.0,
  "lumo_energy_ev": [-0.669, -6.177],
  "e_homo_ev": [-9.8, -9.7],
  "s_squared": 0.76,
  "orbital_gap_ev": [9.104, 3.541],
  "max_force_ev_per_a": 5.6,
  "spin_multiplicity": 2,
  "elements": ["C", "O", "C", "C", "C", "C", "N", "C", "H", "H", "H", "H", "H", "H", "H", "H", "H", "H", "H", "H", "H", "H", "H", "H", "O", "H", "H", "O", "H", "H", "O", "H", "H", "O", "H", "H", "O", "H", "H", "O", "H", "H", "O", "H", "H", "O", "H", "H", "O", "H", "H", "O", "H", "H", "O", "H", "H", "O"],
  "xyz": [[2.681, -1.709, 0.554], [1.582, -2.608, 0.574], [2.570, -0.608, -0.499], [3.719, 0.408, -0.521], [3.302, 1.732, -0.013], [2.588, 2.657, -1.013], [1.053, 2.520, -1.062], [0.340, 3.718, -1.153], [3.627, -2.303, 0.222], [2.760, -1.283, 1.580], [1.571, -0.066, -0.231], [2.411, -0.931, -1.491], [4.639, 0.193, 0.143], [4.110, 0.522, -1.543], [2.654, 1.591, 0.882], [4.200, 2.164, 0.339], [2.889, 3.714, -0.840], [2.916, 2.485, -2.155], [0.836, 1.988, -0.218], [0.477, 4.175, -2.127], [-0.676, 3.475, -1.025], [0.671, 4.596, -0.425], [1.455, 0.730, 3.292], [2.477, -0.547, 3.284], [2.265, 0.298, 3.788], [-3.203, -1.132, -1.038], [-4.565, -0.683, -1.146], [-3.967, -1.352, -1.449], [0.690, -2.178, 1.162], [-0.005, -1.003, 2.619], [-0.534, -1.254, 1.892], [-1.494, -0.651, 2.919], [-2.936, -0.304, 3.585], [-2.074, -0.069, 3.465], [-0.399, 0.481, 2.185], [-0.251, 2.010, 2.672], [-0.007, 1.360, 2.111], [-4.654, 0.130, 0.060], [-3.641, 0.433, 1.176], [-4.558, 0.480, 0.900], [-2.330, -2.023, -2.938], [-1.556, -3.156, -2.332], [-1.488, -2.308, -2.832], [-1.674, -4.001, -0.043], [-0.189, -3.947, -0.253], [-1.017, -4.233, -0.724], [1.019, 1.478, -2.670], [-0.183, 1.010, -3.242], [0.759, 0.943, -3.432], [-1.612, -0.616, 0.581], [-0.952, 0.540, -0.086], [-1.752, -0.068, -0.198], [-3.951, 0.877, -2.577], [-2.482, 0.584, -2.896], [-3.175, 1.272, -2.921], [-0.949, -2.792, 1.516], [-2.418, -3.236, 1.968], [-1.571, -3.501, 1.628]],
  "mulliken_charge": [-0.073, -0.505, 0.373, -0.770, -0.599, -0.343, 0.205, -1.016, 0.263, -0.269, -0.545, 0.547, 0.388, 0.356, 0.242, 0.456, 0.387, 0.358, -0.095, 0.439, 0.405, 0.339, 0.303, 0.338, -0.661, 0.319, 0.341, -0.590, 0.362, 0.074, -1.288, 0.510, 0.271, -0.702, 0.406, 0.131, -0.488, 0.126, 0.376, -0.643, 0.277, 0.347, -0.601, 0.450, 0.342, -0.706, 0.422, 0.294, -0.620, 0.557, -0.042, -0.305, 0.308, 0.325, -0.633, 0.340, 0.279, -0.758]
}

(3)
{
  "formula": "C6H38O12",
  "method": "ωB97M-V with the def2-TZVPD basis set",
  "relative_energy_kcal_mol": 151.9,
  "lumo_energy_ev": -0.125,
  "e_homo_ev": -10.1,
  "orbital_gap_ev": 10.015,
  "max_force_ev_per_a": 6.5,
  "elements": ["C", "C", "C", "C", "C", "C", "H", "H", "H", "H", "H", "H", "H", "H", "H", "H", "H", "H", "H", "H", "H", "H", "O", "H", "H", "O", "H", "H", "O", "H", "H", "O", "H", "H", "O", "H", "H", "O", "H", "H", "O", "H", "H", "O", "H", "H", "O", "H", "H", "O", "H", "H", "O", "H", "H", "O"],
  "xyz": [[-0.805, -0.026, 0.575], [-0.186, 1.337, 0.791], [0.275, 1.680, 2.083], [-0.784, 2.524, 2.948], [-0.737, 1.897, 4.559], [-0.499, 3.951, 2.755], [-1.130, -0.360, -0.498], [-0.053, -0.749, 0.923], [-1.723, -0.205, 1.093], [-0.792, 2.182, 0.278], [0.791, 1.280, 0.170], [1.381, 2.058, 2.048], [0.345, 0.618, 2.571], [-1.707, 2.180, 2.498], [-0.051, 0.969, 4.360], [-1.708, 1.515, 4.898], [-0.207, 2.496, 5.280], [-0.051, 4.206, 1.848], [-1.390, 4.516, 2.927], [0.250, 4.365, 3.539], [-0.629, -2.473, 2.793], [0.053, -2.773, 4.117], [0.127, -2.965, 3.134], [0.065, -3.519, -0.833], [-0.078, -4.534, -1.910], [-0.514, -3.830, -1.457], [1.443, 2.472, -1.970], [1.536, 1.138, -2.240], [0.834, 1.688, -2.186], [3.728, -0.161, -2.020], [2.214, -0.070, -2.628], [3.018, 0.502, -2.407], [-2.510, -1.442, -2.443], [-1.784, -2.676, -1.965], [-1.545, -1.898, -2.424], [2.591, -1.205, -0.295], [2.644, -1.815, 0.966], [3.148, -1.601, 0.269], [-4.827, 1.017, -0.800], [-3.835, -0.044, -1.373], [-4.328, 0.762, -1.558], [2.829, 2.815, -3.111], [3.806, 2.050, -3.751], [3.413, 2.940, -3.913], [-0.978, 1.513, -3.896], [-1.182, 1.756, -5.399], [-1.652, 1.447, -4.632], [-1.812, -3.202, 0.182], [-1.338, -4.597, 0.775], [-1.796, -3.717, 1.025], [1.838, -3.728, 0.628], [0.904, -3.024, 1.576], [1.110, -3.208, 0.588], [0.874, -1.987, -2.361], [0.273, -0.781, -3.168], [1.142, -1.283, -2.958]],
  "mulliken_charge": [-0.832, 0.360, -0.512, 0.604, -1.034, -1.480, 0.040, 0.002, 0.506, 0.202, -0.250, 0.178, 0.026, 0.358, 0.236, 0.297, 0.343, 0.389, 0.394, 0.283, 0.289, 0.313, -0.707, 0.273, 0.294, -0.589, 0.260, 0.273, -0.420, 0.288, 0.408, -0.721, 0.251, 0.292, -0.541, 0.315, 0.280, -0.624, 0.304, 0.275, -0.586, 0.254, 0.345, -0.648, 0.314, 0.300, -0.658, 0.316, 0.323, -0.626, 0.284, 0.340, -0.541, 0.352, 0.340, -0.732]
}

Repeat the third record exactly.
{
  "formula": "C6H38O12",
  "method": "ωB97M-V with the def2-TZVPD basis set",
  "relative_energy_kcal_mol": 151.9,
  "lumo_energy_ev": -0.125,
  "e_homo_ev": -10.1,
  "orbital_gap_ev": 10.015,
  "max_force_ev_per_a": 6.5,
  "elements": ["C", "C", "C", "C", "C", "C", "H", "H", "H", "H", "H", "H", "H", "H", "H", "H", "H", "H", "H", "H", "H", "H", "O", "H", "H", "O", "H", "H", "O", "H", "H", "O", "H", "H", "O", "H", "H", "O", "H", "H", "O", "H", "H", "O", "H", "H", "O", "H", "H", "O", "H", "H", "O", "H", "H", "O"],
  "xyz": [[-0.805, -0.026, 0.575], [-0.186, 1.337, 0.791], [0.275, 1.680, 2.083], [-0.784, 2.524, 2.948], [-0.737, 1.897, 4.559], [-0.499, 3.951, 2.755], [-1.130, -0.360, -0.498], [-0.053, -0.749, 0.923], [-1.723, -0.205, 1.093], [-0.792, 2.182, 0.278], [0.791, 1.280, 0.170], [1.381, 2.058, 2.048], [0.345, 0.618, 2.571], [-1.707, 2.180, 2.498], [-0.051, 0.969, 4.360], [-1.708, 1.515, 4.898], [-0.207, 2.496, 5.280], [-0.051, 4.206, 1.848], [-1.390, 4.516, 2.927], [0.250, 4.365, 3.539], [-0.629, -2.473, 2.793], [0.053, -2.773, 4.117], [0.127, -2.965, 3.134], [0.065, -3.519, -0.833], [-0.078, -4.534, -1.910], [-0.514, -3.830, -1.457], [1.443, 2.472, -1.970], [1.536, 1.138, -2.240], [0.834, 1.688, -2.186], [3.728, -0.161, -2.020], [2.214, -0.070, -2.628], [3.018, 0.502, -2.407], [-2.510, -1.442, -2.443], [-1.784, -2.676, -1.965], [-1.545, -1.898, -2.424], [2.591, -1.205, -0.295], [2.644, -1.815, 0.966], [3.148, -1.601, 0.269], [-4.827, 1.017, -0.800], [-3.835, -0.044, -1.373], [-4.328, 0.762, -1.558], [2.829, 2.815, -3.111], [3.806, 2.050, -3.751], [3.413, 2.940, -3.913], [-0.978, 1.513, -3.896], [-1.182, 1.756, -5.399], [-1.652, 1.447, -4.632], [-1.812, -3.202, 0.182], [-1.338, -4.597, 0.775], [-1.796, -3.717, 1.025], [1.838, -3.728, 0.628], [0.904, -3.024, 1.576], [1.110, -3.208, 0.588], [0.874, -1.987, -2.361], [0.273, -0.781, -3.168], [1.142, -1.283, -2.958]],
  "mulliken_charge": [-0.832, 0.360, -0.512, 0.604, -1.034, -1.480, 0.040, 0.002, 0.506, 0.202, -0.250, 0.178, 0.026, 0.358, 0.236, 0.297, 0.343, 0.389, 0.394, 0.283, 0.289, 0.313, -0.707, 0.273, 0.294, -0.589, 0.260, 0.273, -0.420, 0.288, 0.408, -0.721, 0.251, 0.292, -0.541, 0.315, 0.280, -0.624, 0.304, 0.275, -0.586, 0.254, 0.345, -0.648, 0.314, 0.300, -0.658, 0.316, 0.323, -0.626, 0.284, 0.340, -0.541, 0.352, 0.340, -0.732]
}

- What is the formula in the third record?
  C6H38O12